The following is a DFT calculation (ωB97M-V/def2-TZVPD) of a cluster of 4 separate species, C21H27Cl2N2O11 in total in a non-equilibrium geometry.

Each line ends with the Löwdin charge.
Element x y z (Å)
C (1.714, -3.264, 0.843)  -0.121
C (2.012, -2.241, -0.367)  -0.223
C (2.141, -0.694, 0.063)  -0.205
N (1.112, -0.236, 1.054)  0.036
C (-0.233, -0.291, 0.472)  -0.137
C (-1.398, -1.056, 1.206)  0.118
C (-2.805, -1.082, 0.535)  0.015
C (-4.039, -1.831, 1.225)  -0.321
O (-3.946, -2.803, 2.009)  0.097
O (-5.343, -1.309, 0.862)  -0.049
C (-6.298, -2.372, 1.166)  -0.631
Cl (-7.046, -2.500, 2.832)  0.622
C (-6.641, -3.273, 0.120)  -0.579
C (-5.935, -3.052, -1.330)  -0.074
Cl (-7.817, -4.648, 0.382)  0.584
C (-2.987, -0.368, -0.860)  0.070
C (-1.762, 0.376, -1.491)  0.051
N (-0.468, 0.380, -0.786)  0.095
H (2.123, -4.295, 0.500)  0.090
H (0.581, -3.439, 1.024)  0.074
H (2.271, -3.016, 1.829)  0.072
H (3.046, -2.546, -0.797)  0.122
H (1.168, -2.392, -1.147)  0.112
H (2.110, -0.081, -0.921)  0.113
H (3.186, -0.524, 0.532)  0.126
H (1.117, -0.807, 1.916)  0.127
H (-1.250, -1.567, 2.217)  0.137
H (-6.345, -2.043, -1.719)  0.096
H (-4.802, -2.980, -1.204)  0.075
H (-6.205, -3.876, -2.078)  0.090
H (-3.958, -0.351, -1.459)  0.089
H (-1.848, 0.924, -2.502)  0.144
H (0.278, 0.917, -1.273)  0.154
C (6.172, 0.267, 2.627)  -0.131
C (6.997, -0.917, 3.028)  -0.116
O (6.063, -1.740, 3.717)  0.074
C (4.826, -1.403, 3.268)  -0.544
O (3.822, -2.016, 3.519)  0.126
O (4.865, -0.284, 2.498)  0.039
H (6.504, 0.707, 1.687)  0.097
H (6.153, 1.045, 3.396)  0.145
H (7.385, -1.468, 2.167)  0.139
H (7.829, -0.644, 3.678)  0.141
C (-5.212, 3.017, -2.148)  -0.121
C (-6.030, 3.158, -3.396)  -0.119
O (-5.549, 2.101, -4.215)  0.081
C (-5.017, 1.164, -3.388)  -0.549
O (-4.672, 0.067, -3.736)  0.143
O (-4.924, 1.625, -2.111)  0.018
H (-5.756, 3.326, -1.255)  0.142
H (-4.270, 3.572, -2.199)  0.136
H (-7.098, 3.008, -3.215)  0.142
H (-5.885, 4.124, -3.882)  0.142
C (4.237, 3.715, -0.181)  -0.133
C (5.271, 4.466, -0.963)  -0.127
O (6.476, 4.162, -0.276)  0.082
C (6.278, 2.988, 0.380)  -0.520
O (7.146, 2.361, 0.922)  0.142
O (4.968, 2.615, 0.343)  0.055
H (3.411, 3.370, -0.805)  0.129
H (3.834, 4.300, 0.651)  0.139
H (5.354, 4.113, -1.995)  0.138
H (5.089, 5.542, -0.970)  0.141

Values from the calculation:
Charge = +1
2S+1 = 1
ΔE to the lowest compared entry with this formula, charge and spin = 0.0 kcal per mole
E = -2673.5259 hartree
HOMO energy = -11.352 eV
HOMO-LUMO gap = 6.5 eV
LUMO = -4.88 eV

***

The following is a DFT calculation (ωB97M-V/def2-TZVPD) of the molecule C21H27ClN2O5.

Each line ends with the Löwdin charge.
Element x y z (Å)
C (-6.862, 1.192, 0.865)  -0.067
O (-6.230, 0.115, 0.176)  -0.123
C (-4.901, -0.018, 0.466)  -0.289
C (-3.953, 0.527, -0.403)  -0.166
C (-4.393, 1.276, -1.629)  -0.010
C (-2.608, 0.343, -0.120)  0.044
C (-2.195, -0.362, 1.005)  -0.118
C (-0.720, -0.514, 1.219)  -0.423
O (0.070, -0.423, 0.291)  0.064
N (-0.302, -0.745, 2.488)  0.074
C (1.116, -0.862, 2.784)  -0.174
C (1.661, -2.267, 2.546)  -0.151
C (3.176, -2.282, 2.587)  -0.228
O (3.636, -1.550, 1.470)  -0.161
C (5.026, -1.301, 1.463)  -0.214
C (5.334, -0.589, 0.168)  -0.187
N (5.080, -1.502, -0.958)  0.034
C (4.845, -0.816, -2.198)  -0.472
O (5.538, -0.975, -3.163)  0.129
C (3.652, 0.022, -2.214)  0.094
C (2.597, 0.596, -2.157)  0.056
C (1.305, 1.259, -2.078)  -0.289
C (1.228, 2.626, -2.779)  -0.104
C (-0.253, 2.720, -3.191)  -0.173
O (-0.854, 1.459, -2.890)  -0.154
C (0.185, 0.497, -2.791)  -0.162
C (-3.141, -0.917, 1.856)  -0.054
C (-4.486, -0.742, 1.579)  -0.560
Cl (-5.668, -1.469, 2.620)  0.722
H (-7.900, 1.198, 0.543)  0.095
H (-6.816, 1.046, 1.945)  0.073
H (-6.394, 2.145, 0.606)  0.090
H (-3.532, 1.502, -2.257)  0.072
H (-5.109, 0.689, -2.203)  0.092
H (-4.886, 2.214, -1.366)  0.083
H (-1.863, 0.752, -0.790)  0.108
H (-0.964, -0.688, 3.240)  0.128
H (1.653, -0.163, 2.143)  0.120
H (1.271, -0.564, 3.822)  0.127
H (1.265, -2.962, 3.290)  0.118
H (1.337, -2.610, 1.561)  0.121
H (3.545, -1.819, 3.515)  0.127
H (3.562, -3.308, 2.553)  0.128
H (5.307, -0.672, 2.317)  0.128
H (5.586, -2.243, 1.525)  0.131
H (4.713, 0.314, 0.118)  0.118
H (6.383, -0.288, 0.152)  0.125
H (4.203, -1.972, -0.732)  0.119
H (1.019, 1.344, -1.028)  0.135
H (1.535, 3.441, -2.126)  0.116
H (1.878, 2.630, -3.654)  0.118
H (-0.801, 3.483, -2.637)  0.118
H (-0.353, 2.932, -4.260)  0.117
H (0.515, 0.169, -3.784)  0.136
H (-0.178, -0.350, -2.215)  0.117
H (-2.862, -1.521, 2.709)  0.108

Values from the calculation:
SMILES string = COc1c(C)cc(C(=O)NCCCOCCNC(=O)C#C[C@H]2CCOC2)cc1Cl
2S+1 = 1
ΔE to the lowest compared entry with this formula, charge and spin = 60.6 kcal per mole
E = -1762.2485 hartree
HOMO energy = -9.211 eV
HOMO-LUMO gap = 9.8 eV
LUMO = 0.55 eV

***

The following is a DFT calculation (ωB97M-V/def2-TZVPD) of a structure of composition C21H27F2O24Pb in a non-equilibrium geometry.

Each line ends with the Löwdin charge.
Element x y z (Å)
Pb (0.848, -1.508, -0.782)  1.262
O (6.050, 1.341, 1.121)  0.070
C (6.195, 0.048, 0.712)  -0.862
O (5.268, -0.682, 0.508)  0.061
O (7.308, -0.413, 0.324)  -0.018
H (6.985, 1.550, 1.179)  0.087
O (0.788, -2.816, -4.905)  0.074
C (2.047, -3.178, -5.035)  -0.977
O (2.528, -3.293, -6.159)  -0.005
O (2.777, -3.137, -4.080)  0.042
H (0.872, -2.765, -5.860)  0.077
O (3.061, -6.711, 3.286)  0.068
C (3.055, -6.116, 2.071)  -0.921
O (4.007, -6.281, 1.310)  0.006
O (2.126, -5.386, 1.731)  -0.040
H (2.341, -6.107, 3.484)  0.071
C (1.965, 7.742, 2.259)  -0.035
C (0.927, 6.820, 1.671)  -0.278
C (0.954, 6.528, 0.169)  -0.085
O (0.672, 5.135, 0.141)  0.085
C (1.095, 4.586, 1.265)  -0.619
O (1.070, 3.401, 1.431)  0.160
O (1.042, 5.474, 2.227)  0.098
H (1.864, 8.773, 1.921)  0.085
H (3.020, 7.591, 2.029)  0.086
H (1.974, 7.674, 3.347)  0.087
H (-0.056, 7.118, 2.038)  0.152
H (1.849, 6.883, -0.342)  0.135
H (0.117, 7.021, -0.325)  0.131
C (-1.902, 0.185, 8.646)  -0.033
C (-2.947, -0.427, 7.733)  -0.329
C (-3.916, 0.523, 7.045)  -0.090
O (-3.647, 0.369, 5.664)  0.091
C (-2.638, -0.461, 5.452)  -0.533
O (-2.049, -0.764, 4.419)  0.129
O (-2.253, -1.017, 6.628)  0.081
H (-1.198, 0.872, 8.178)  0.099
H (-1.349, -0.670, 9.035)  0.087
H (-2.451, 0.499, 9.534)  0.086
H (-3.454, -1.109, 8.416)  0.145
H (-3.785, 1.538, 7.422)  0.135
H (-4.906, 0.149, 7.306)  0.132
C (-5.737, -9.078, -0.241)  -0.017
C (-4.412, -8.509, 0.191)  -0.329
C (-3.234, -8.798, -0.697)  -0.080
O (-2.876, -7.521, -1.166)  0.111
C (-3.570, -6.559, -0.670)  -0.595
O (-3.348, -5.393, -0.867)  0.146
O (-4.555, -7.084, 0.103)  0.058
H (-6.486, -8.397, 0.162)  0.090
H (-5.848, -10.069, 0.199)  0.088
H (-5.851, -9.101, -1.325)  0.092
H (-4.105, -8.525, 1.237)  0.160
H (-3.708, -9.362, -1.500)  0.130
H (-2.438, -9.287, -0.136)  0.146
C (5.892, 4.311, -4.995)  -0.096
C (6.834, 3.083, -4.671)  -0.269
O (5.718, 2.127, -4.580)  0.116
C (4.546, 2.779, -4.373)  -0.528
O (3.468, 2.210, -4.076)  0.114
O (4.742, 4.071, -4.295)  0.099
F (7.578, 3.206, -3.597)  0.116
H (5.749, 4.218, -6.071)  0.142
H (6.458, 5.168, -4.630)  0.141
H (7.463, 2.646, -5.447)  0.166
C (-3.456, 4.211, -5.658)  -0.101
C (-4.782, 3.713, -5.177)  -0.348
O (-4.435, 2.484, -4.456)  0.159
C (-3.155, 2.449, -4.278)  -0.550
O (-2.599, 1.660, -3.544)  0.150
O (-2.573, 3.602, -4.789)  0.067
F (-5.487, 3.399, -6.191)  0.152
H (-3.480, 5.300, -5.640)  0.147
H (-3.331, 3.737, -6.632)  0.150
H (-5.238, 4.331, -4.404)  0.176

Values from the calculation:
Charge = -1
2S+1 = 1
ΔE to the lowest compared entry with this formula, charge and spin = 6.5 kcal per mole
E = -3014.4967 hartree
HOMO energy = -4.148 eV
HOMO-LUMO gap = 2.5 eV
LUMO = -1.66 eV

***

The following is a DFT calculation (ωB97M-V/def2-TZVPD) of the molecule C21H27FN2O.

Each line ends with the Löwdin charge.
Element x y z (Å)
O (-0.463, -4.532, 0.493)  -0.062
C (0.674, -4.166, -0.251)  -0.268
C (1.159, -2.736, 0.015)  -0.130
H (1.431, -2.648, 1.069)  0.120
H (2.050, -2.576, -0.592)  0.117
C (0.110, -1.680, -0.354)  -0.305
N (0.695, -0.520, -1.012)  -0.135
C (-0.373, 0.365, -1.435)  -0.155
C (-1.318, 0.759, -0.292)  -0.163
N (-1.844, -0.433, 0.353)  -0.168
C (-0.752, -1.254, 0.845)  -0.139
H (-1.169, -2.128, 1.349)  0.119
H (-0.123, -0.710, 1.574)  0.137
C (-2.807, -0.100, 1.387)  -0.160
C (-4.067, 0.469, 0.792)  -0.229
C (-4.617, -0.119, -0.341)  -0.032
C (-5.779, 0.375, -0.903)  -0.002
C (-6.390, 1.465, -0.310)  -0.280
C (-5.868, 2.070, 0.817)  -0.008
C (-4.700, 1.565, 1.361)  -0.034
H (-4.280, 2.032, 2.240)  0.112
H (-6.370, 2.920, 1.252)  0.116
F (-7.528, 1.954, -0.851)  0.052
H (-6.214, -0.071, -1.783)  0.117
H (-4.114, -0.965, -0.784)  0.115
H (-2.390, 0.606, 2.129)  0.127
H (-3.057, -1.027, 1.917)  0.131
H (-2.155, 1.336, -0.692)  0.124
H (-0.782, 1.396, 0.436)  0.122
H (0.061, 1.261, -1.880)  0.119
H (-0.951, -0.156, -2.204)  0.124
C (1.772, 0.160, -0.311)  -0.186
H (1.433, 1.075, 0.195)  0.120
C (2.886, 0.533, -1.305)  -0.132
C (4.035, 1.171, -0.583)  -0.245
C (4.076, 2.546, -0.388)  -0.047
C (5.115, 3.130, 0.314)  -0.088
C (6.129, 2.345, 0.835)  -0.099
C (6.096, 0.973, 0.650)  -0.088
C (5.055, 0.392, -0.052)  -0.047
H (5.035, -0.679, -0.196)  0.111
H (6.885, 0.354, 1.054)  0.101
H (6.941, 2.800, 1.382)  0.099
H (5.135, 4.201, 0.454)  0.101
H (3.289, 3.165, -0.797)  0.111
H (3.210, -0.375, -1.814)  0.115
H (2.482, 1.215, -2.054)  0.112
H (2.194, -0.496, 0.451)  0.117
H (-0.569, -2.109, -1.105)  0.148
H (1.452, -4.875, 0.045)  0.118
H (0.483, -4.290, -1.326)  0.121
H (-1.205, -3.989, 0.206)  0.075

Values from the calculation:
SMILES string = OCC[C@H]1CN(Cc2ccc(F)cc2)CCN1CCc1ccccc1
2S+1 = 1
ΔE to the lowest compared entry with this formula, charge and spin = 0.0 kcal per mole
E = -1101.0146 hartree
HOMO energy = -8.295 eV
HOMO-LUMO gap = 9.0 eV
LUMO = 0.71 eV